Formula: C30H45F12MgN15P2
Source: OMol25
Level of theory: ωB97M-V/def2-TZVPD

Calculated values
Total charge = 0
LUMO energy = -0.6 eV
Gap between HOMO and LUMO = 10.8 eV

Each line ends with the Löwdin charge.
Element x y z (Å)
1 C 3.89 -2.51 7.13  -0.29
2 H 2.31 -3.56 0.93  0.07
3 N -5.06 0.44 -3.35  0.16
4 H 5.24 1.51 -5.34  0.09
5 C 4.44 -1.39 1.97  -0.26
6 C -0.60 -3.98 -1.15  -0.01
7 F -3.67 -2.27 -6.79  -0.14
8 F -1.16 -1.41 -5.01  -0.15
9 N 4.56 -2.27 2.71  0.15
10 H 0.74 1.33 -2.17  0.03
11 H -4.58 5.05 -2.05  0.09
12 N 1.75 -6.37 -5.70  0.12
13 H 1.64 0.02 5.26  0.05
14 H 2.11 3.16 -1.77  0.06
15 H -2.10 2.85 1.01  0.04
16 H 1.87 -3.20 -5.33  0.09
17 H 3.06 4.28 1.60  0.05
18 C 1.72 -4.00 -4.60  -0.08
19 H 0.80 4.29 -1.15  0.08
20 C 5.55 1.59 -4.29  -0.06
21 F 0.58 -0.54 -0.82  -0.16
22 N 3.80 -3.14 8.09  0.12
23 Mg -3.61 -0.99 -2.90  0.51
24 C -1.82 3.62 1.73  -0.06
25 H -1.14 -4.90 -0.90  0.10
26 H -5.12 0.06 1.96  0.09
27 C 2.56 5.11 -0.77  -0.29
28 N -3.14 3.06 3.94  0.12
29 C -2.49 -3.27 6.22  -0.25
30 H 3.23 -4.93 1.58  0.09
31 H 6.43 0.96 -4.15  0.09
32 C -4.21 -0.69 0.26  -0.18
33 F 1.22 -0.61 1.40  -0.17
34 H 3.73 -0.72 6.10  0.07
35 C 4.43 1.14 -3.47  -0.24
36 H -3.27 -1.29 5.82  0.07
37 P -0.08 -0.07 0.58  0.25
38 H 3.91 0.55 1.63  0.06
39 C 1.74 -5.31 -5.20  -0.27
40 N 0.28 -5.93 1.60  0.14
41 H -7.83 1.50 -2.61  0.10
42 C -1.49 -3.02 -1.80  -0.12
43 F -0.87 -1.48 0.77  -0.16
44 C 0.39 1.30 -3.21  -0.04
45 H -1.89 -1.38 6.93  0.07
46 P -2.43 -1.88 -5.85  0.18
47 F 0.70 1.36 0.46  -0.17
48 H -3.42 -1.83 7.50  0.08
49 H 2.16 -3.96 2.69  0.08
50 F -0.80 0.38 2.00  -0.18
51 C 1.17 -5.23 1.61  -0.31
52 C 4.33 -0.27 1.05  -0.06
53 C 0.73 0.33 4.75  -0.05
54 C -1.03 0.83 -3.10  -0.13
55 N 5.74 4.77 3.22  0.12
56 C -4.15 -0.37 1.71  0.00
57 F -2.31 -0.37 -6.49  -0.17
58 H -3.93 4.12 -3.30  0.09
59 N 3.51 0.74 -2.87  0.14
60 C -6.01 1.09 -3.38  -0.15
61 H 0.30 -4.20 -1.72  0.08
62 N -2.18 0.54 -3.04  0.14
63 N -2.19 -2.26 -2.32  0.16
64 H 1.78 3.36 -0.04  0.05
65 H 5.37 -0.01 0.87  0.09
66 C 4.89 4.25 2.64  -0.26
67 H 2.56 -3.82 -3.94  0.08
68 H 0.83 -3.94 -3.96  0.06
69 H 3.79 -0.36 0.11  0.08
70 C -3.98 3.22 -1.40  -0.26
71 H 3.36 2.70 2.57  0.06
72 N -4.20 -0.97 -0.86  0.14
73 H -2.81 4.84 -2.04  0.09
74 N -4.17 2.30 -0.70  0.18
75 H 5.78 2.63 -4.04  0.09
76 C 1.80 3.87 -1.00  -0.06
77 H -3.37 0.40 1.73  0.06
78 H 0.82 -0.19 3.80  0.05
79 C 4.01 -1.75 5.88  -0.09
80 H -0.15 -0.01 5.28  0.07
81 C -3.76 4.36 -2.25  -0.06
82 H 4.22 3.08 1.10  0.07
83 C 3.76 3.53 1.97  -0.07
84 H 0.86 0.46 -3.72  0.08
85 H 3.20 -2.10 5.24  0.06
86 H -3.81 -1.29 2.19  0.10
87 C -2.80 -1.88 6.61  -0.09
88 N -2.18 -4.41 5.96  0.11
89 H 0.50 2.33 -3.54  0.09
90 F -1.40 0.53 -0.24  -0.19
91 H -6.88 2.96 -3.16  0.09
92 N 3.08 6.12 -0.60  0.14
93 F -3.51 -1.18 -4.85  -0.21
94 F -1.46 -2.53 -7.00  -0.16
95 N 0.78 2.99 4.56  0.13
96 H 5.02 -1.87 5.50  0.08
97 C -2.56 3.35 3.00  -0.28
98 F -2.52 -3.30 -5.08  -0.15
99 H -7.70 1.88 -4.34  0.10
100 C 2.31 -4.35 1.68  -0.08
101 H -0.32 -3.50 -0.21  0.06
102 C -7.20 1.94 -3.38  -0.01
103 H -1.99 4.64 1.39  0.08
104 C 0.80 1.83 4.67  -0.24
105 H -0.79 3.46 2.04  0.06

Formula: C30H45N5O4RhSi2Te
Source: OMol25
Level of theory: ωB97M-V/def2-TZVPD

Calculated values
Spin multiplicity = 5
Total charge = +1
LUMO energy (spin up / spin down) = -3.0 / -4.6 eV
Gap between HOMO and LUMO (spin up / spin down) = 5.9 / 6.2 eV

Each line ends with the Löwdin spin population.
Element x y z (Å)
1 C 1.12 -1.81 3.65  0.44
2 H 0.92 2.60 -5.56  0.00
3 H -1.46 4.03 -0.37  0.00
4 H 4.19 1.06 -5.19  0.00
5 H -2.43 4.94 6.23  0.00
6 H -2.33 2.11 -2.56  0.00
7 H 0.26 3.56 1.98  0.00
8 H -3.79 -1.06 0.89  0.00
9 C -0.88 2.11 5.28  0.02
10 C 0.78 0.38 -3.27  0.01
11 C 2.16 -2.74 3.54  0.05
12 C -0.07 2.51 -1.03  0.01
13 C 0.58 -4.61 -2.67  0.00
14 N -1.95 -0.02 0.80  0.01
15 H -0.64 1.11 5.62  0.00
16 H 4.91 -5.50 3.29  0.01
17 H -1.37 -1.18 -1.90  0.00
18 C -0.59 -2.74 -4.78  0.00
19 C -1.59 2.97 6.08  0.00
20 H -1.63 5.66 4.00  0.00
21 O -0.29 4.26 2.38  0.02
22 C 3.18 2.10 -2.27  0.00
23 C -0.63 -1.98 -1.76  0.01
24 H -0.75 -2.42 -0.78  0.00
25 H -4.61 2.47 -0.12  0.00
26 Si -0.76 -3.38 -3.04  0.00
27 Si 2.23 1.51 -3.77  0.00
28 C 1.49 2.95 -4.70  0.00
29 H 2.88 3.10 -1.96  0.00
30 H 0.83 3.54 -4.06  0.00
31 C -1.25 3.46 -1.26  0.01
32 H -5.06 0.86 1.76  0.00
33 C 3.32 0.49 -4.87  0.00
34 C -0.71 3.79 3.56  0.03
35 H 4.73 -3.75 1.52  0.00
36 H -0.14 0.89 -3.00  0.00
37 H 3.33 -5.48 5.20  0.00
38 H 1.57 -4.18 -2.83  0.00
39 H 0.46 -1.90 4.50  0.02
40 H 4.25 2.13 -2.49  0.00
41 Te 1.26 -1.02 -1.75  0.12
42 H -3.08 -0.60 2.45  0.00
43 C 3.11 -2.79 2.49  0.13
44 C -4.09 1.51 -0.05  0.00
45 O 1.26 -2.97 0.55  0.00
46 H -3.57 1.78 2.01  0.00
47 H -2.62 -4.93 -3.51  0.00
48 H -1.92 2.66 7.06  0.00
49 C -1.44 4.66 4.37  0.00
50 N -2.73 1.71 -0.54  0.00
51 H 2.78 0.17 -5.77  0.00
52 H 0.68 2.99 -0.39  0.00
53 H -3.35 3.29 -1.72  0.00
54 C -1.68 1.00 -0.07  0.01
55 H 3.06 1.45 -1.40  0.00
56 C 2.28 -3.76 4.52  0.13
57 H 0.57 -0.29 -4.11  0.00
58 C 3.25 -4.73 4.43  -0.01
59 H 0.49 -5.48 -3.32  0.00
60 C -2.47 2.65 -1.62  0.00
61 H -1.21 -1.86 -4.97  0.00
62 H 0.43 2.34 -1.98  0.00
63 C -3.25 -0.26 1.42  0.00
64 O 2.97 -1.80 1.50  0.05
65 N 0.85 -0.63 2.86  0.49
66 C -1.88 4.25 5.61  0.03
67 H -4.63 0.79 -0.67  0.00
68 N -0.44 1.22 -0.44  0.16
69 H 3.68 -0.40 -4.36  0.00
70 N 0.33 0.27 3.67  0.28
71 C 0.25 1.50 3.15  0.12
72 H -1.00 4.16 -2.06  0.00
73 H -1.13 -0.41 1.25  0.01
74 C 1.79 -1.93 0.83  0.00
75 C -0.44 2.49 4.00  0.02
76 C 4.06 -3.76 2.37  -0.01
77 O 0.75 1.79 2.00  0.17
78 C 4.15 -4.74 3.36  0.17
79 H -2.59 -4.51 -1.80  0.00
80 H -3.23 -3.36 -2.98  0.00
81 H 0.44 -2.50 -5.04  0.00
82 H 0.53 -4.95 -1.63  0.00
83 Rh 1.14 -0.08 0.82  1.47
84 H 1.58 -3.76 5.35  0.00
85 C -2.46 -4.11 -2.81  0.00
86 H 2.28 3.61 -5.07  0.00
87 H -0.92 -3.53 -5.46  0.00
88 C -4.05 1.02 1.39  0.00

Formula: C30H45N6O4Se2V
Source: OMol25
Level of theory: ωB97M-V/def2-TZVPD

Calculated values
Spin multiplicity = 3
Total charge = 0
LUMO energy (spin up / spin down) = -0.7 / -0.7 eV
Gap between HOMO and LUMO (spin up / spin down) = 7.3 / 7.4 eV

Each line ends with the Löwdin spin population.
Element x y z (Å)
1 H -0.25 2.97 -2.16  0.00
2 C 4.03 -1.81 -2.46  0.00
3 H 3.44 -1.41 -3.29  0.00
4 N 5.84 -0.04 3.30  0.00
5 H -7.12 1.78 0.06  0.00
6 H 3.42 0.73 -0.22  0.00
7 H 1.82 -2.71 -2.60  0.00
8 C 4.53 -1.84 -0.04  0.00
9 H -5.69 -0.58 1.38  0.00
10 H -0.64 -4.51 -4.37  0.00
11 C -0.66 4.70 0.82  0.00
12 H -6.32 0.63 -2.06  0.00
13 C 0.03 -2.75 -1.45  0.00
14 C 0.00 -3.94 -3.69  0.00
15 H 4.75 0.54 -1.37  0.00
16 C -1.68 0.45 1.27  0.00
17 O 2.93 2.49 2.18  0.00
18 H -3.44 -0.76 1.29  0.00
19 C -0.54 -2.33 -0.26  0.00
20 C -3.01 0.17 0.95  0.00
21 H -1.94 -4.61 -0.92  0.00
22 N 3.94 1.83 2.50  0.01
23 N 4.08 -1.33 3.99  0.00
24 N 3.60 0.75 3.21  0.00
25 C -2.10 4.72 -1.19  0.00
26 H -1.50 4.89 1.50  0.00
27 C -3.09 2.24 -0.21  0.00
28 Se 0.48 1.33 4.62  -0.01
29 H 6.18 0.77 2.82  0.00
30 H -1.66 -1.77 -3.38  0.00
31 V 1.40 0.91 2.31  1.94
32 C -5.29 0.83 -1.75  0.00
33 H -4.65 0.06 -2.19  0.00
34 C 2.03 1.45 5.61  0.00
35 C -1.13 3.86 -0.38  0.00
36 H -3.66 2.95 -0.80  0.00
37 H -2.97 5.02 -0.60  0.00
38 C -3.73 1.07 0.19  0.00
39 C -0.80 -3.54 -2.45  0.00
40 H -1.59 5.63 -1.51  0.00
41 H 0.53 4.47 -1.64  0.00
42 H 0.86 -4.56 -3.44  0.00
43 H -2.61 -3.24 -3.61  0.00
44 H -0.49 -5.45 -1.45  0.00
45 C 1.52 -1.24 0.40  0.00
46 C 0.07 3.54 -1.29  0.00
47 H 6.46 -0.82 3.49  0.00
48 H 2.37 -0.96 4.92  0.00
49 H -4.99 1.79 -2.17  0.00
50 C 3.72 0.27 -1.16  0.00
51 C -1.06 1.63 0.86  0.01
52 C -1.78 2.56 0.10  0.00
53 Se -0.62 -0.83 2.20  -0.02
54 H 2.23 -1.58 3.38  0.00
55 C 0.19 -1.57 0.64  0.00
56 C 4.53 -0.18 3.47  0.00
57 H -1.92 -5.40 -2.49  0.00
58 H 3.08 0.68 -1.95  0.00
59 C -1.32 -4.83 -1.78  0.00
60 H 0.83 2.96 -0.76  0.00
61 C 1.36 -2.39 -1.68  0.00
62 H -2.63 -2.41 -2.05  0.00
63 O 2.19 -0.54 1.34  0.03
64 O 5.07 2.14 2.18  0.01
65 H -1.58 -2.55 -0.03  0.00
66 O 0.22 1.85 1.20  0.02
67 H 4.75 -2.02 4.28  0.00
68 H -6.74 -0.66 -0.03  0.00
69 C -2.00 -2.69 -2.90  0.00
70 C -6.08 1.93 0.35  0.00
71 H -5.77 2.92 -0.01  0.00
72 H -0.28 5.66 0.48  0.00
73 C -5.19 0.82 -0.22  0.00
74 H -6.03 1.94 1.44  0.00
75 H 5.07 -1.52 -2.63  0.00
76 C 3.58 -1.26 -1.11  0.00
77 H 3.99 -2.90 -2.50  0.00
78 N 2.75 -1.63 4.26  0.00
79 H 5.56 -1.57 -0.28  0.00
80 H 4.28 -1.46 0.95  0.00
81 C 2.14 -1.65 -0.79  0.00
82 H -2.45 4.21 -2.09  0.00
83 H -5.12 -1.36 -0.11  0.00
84 H 4.46 -2.93 -0.02  0.00
85 N 3.02 1.43 6.21  0.00
86 C -5.71 -0.52 0.29  0.00
87 H 0.12 4.20 1.38  0.00
88 H 0.36 -3.06 -4.23  0.00

Formula: C30H45NO2P2S2Tm
Source: OMol25
Level of theory: ωB97M-V/def2-TZVPD

Calculated values
Spin multiplicity = 3
Total charge = +1
LUMO energy (spin up / spin down) = -3.9 / -3.9 eV
Gap between HOMO and LUMO (spin up / spin down) = 6.7 / 6.7 eV

Each line ends with the Löwdin spin population.
Element x y z (Å)
1 H 1.16 3.76 4.48  0.00
2 H -1.88 -4.20 0.13  0.00
3 H -5.31 2.22 -2.10  0.00
4 H -1.30 0.24 -4.92  0.00
5 C -0.70 -2.63 0.96  0.00
6 H -2.53 4.49 -0.16  0.00
7 C 2.74 2.67 5.52  0.00
8 H -3.31 -0.56 -1.60  0.00
9 H 4.38 1.48 6.23  0.00
10 H -2.62 2.91 -3.48  0.00
11 P 0.08 0.52 -2.86  0.00
12 H 1.33 -0.71 4.43  0.00
13 C 0.30 -0.79 4.04  0.00
14 H 2.19 -4.42 0.47  0.00
15 H -3.95 2.36 -4.50  0.00
16 H 4.68 0.27 4.02  0.00
17 C -3.57 2.34 -3.47  0.00
18 H -1.37 -3.03 -1.09  0.00
19 C 2.23 -3.13 3.25  0.00
20 H 1.81 -3.49 4.19  0.00
21 C -2.43 1.19 -0.73  0.00
22 H -0.31 -1.28 4.82  0.00
23 O -0.29 2.08 2.26  0.00
24 H -1.39 2.67 -2.01  0.00
25 C 1.79 -0.11 -2.71  0.00
26 C 0.42 2.23 -3.57  0.00
27 H -5.32 3.64 -3.13  0.00
28 H 0.74 2.18 -4.62  0.00
29 H 0.86 -2.83 -4.05  0.00
30 H -4.79 4.66 -1.10  0.00
31 N 1.73 1.05 1.21  0.00
32 C 0.57 -3.25 1.26  0.00
33 C -3.29 0.92 -3.07  0.00
34 C 2.15 2.34 3.23  0.00
35 H -0.08 0.23 3.92  0.00
36 C 1.10 -4.50 0.63  0.00
37 C -4.65 2.99 -2.54  0.00
38 C -2.92 3.73 -0.87  0.00
39 C 0.25 -1.54 2.76  0.00
40 P 1.47 -1.77 -1.87  0.00
41 H -1.84 0.30 2.28  0.00
42 H 3.71 -2.08 -1.12  0.00
43 H -2.63 -2.60 0.09  0.00
44 H 0.40 0.44 -5.34  0.00
45 O 1.28 3.57 0.97  0.00
46 S 3.56 -0.84 1.25  0.00
47 H 2.27 -0.24 -3.69  0.00
48 C 0.41 -2.73 -3.05  0.00
49 C 3.17 -2.37 -2.04  0.00
50 H -3.16 0.22 -3.90  0.00
51 C -4.09 3.88 -1.46  0.00
52 H -0.59 -2.28 -3.18  0.00
53 C -3.21 0.48 -1.81  0.00
54 H -1.13 2.76 -0.31  0.00
55 C -1.92 2.60 -1.05  0.00
56 H 2.76 -3.95 2.77  0.00
57 S 1.06 2.45 1.87  0.00
58 H 2.38 0.56 -2.07  0.00
59 H 1.19 2.75 -3.01  0.00
60 H -2.69 -1.14 2.94  0.00
61 H -0.16 -1.12 -4.84  0.00
62 C 1.93 3.00 4.43  0.00
63 H -0.49 2.84 -3.61  0.00
64 H -2.97 1.24 0.23  0.00
65 C -1.69 -3.13 -0.04  0.00
66 H 2.97 -2.35 3.50  0.00
67 C 3.73 1.70 5.38  0.00
68 Tm 1.09 -0.83 0.40  2.02
69 C -0.88 -1.54 1.87  0.00
70 H 0.61 -4.72 -0.32  0.00
71 H 2.60 3.21 6.46  0.00
72 C 1.14 -2.60 2.39  0.00
73 C -2.11 -0.75 2.09  0.00
74 C 2.87 0.62 1.83  0.00
75 H 3.17 -3.45 -2.21  0.00
76 H 0.29 -3.74 -2.65  0.00
77 H 0.93 -5.35 1.31  0.00
78 H 3.59 -1.81 -2.89  0.00
79 H -1.50 0.59 -0.57  0.00
80 H -2.75 -0.79 1.20  0.00
81 C -0.29 -0.06 -4.64  0.00
82 C 3.92 1.03 4.16  0.00
83 C 3.12 1.36 3.05  0.00

Formula: C30H45NO3P2PbS
Source: OMol25
Level of theory: ωB97M-V/def2-TZVPD

Calculated values
Total charge = +2
LUMO energy (spin up / spin down) = -9.6 / -9.5 eV
Gap between HOMO and LUMO (spin up / spin down) = 2.7 / 2.9 eV

Each line ends with the Löwdin charge.
Element x y z (Å)
1 H -2.22 -1.79 -1.96  0.14
2 H -4.30 -1.36 4.12  0.13
3 H -2.23 -0.57 -6.45  0.03
4 H -2.13 1.13 -7.04  0.05
5 S 0.73 2.95 2.85  0.65
6 C 3.01 1.82 3.51  -0.16
7 H 1.10 -1.39 -8.15  0.05
8 H -0.87 1.76 -1.83  0.11
9 H -3.16 0.72 -5.63  0.03
10 C -2.31 -1.54 3.33  -0.20
11 H -0.15 0.58 4.85  0.09
12 H -0.93 3.02 -6.01  0.05
13 C -3.64 -0.89 3.36  0.01
14 H -3.55 0.18 3.61  0.10
15 H 1.62 4.42 5.20  0.13
16 H 3.91 4.24 6.41  0.12
17 C -2.79 -3.30 1.47  0.02
18 O 0.79 3.94 1.79  -0.26
19 O -0.47 2.84 3.65  -0.29
20 H 1.34 -3.48 1.89  0.10
21 N 1.13 1.46 2.24  -0.23
22 C 3.64 3.53 5.61  -0.02
23 C -0.38 1.67 -0.85  -0.17
24 H 1.66 1.06 -0.44  0.11
25 H -3.40 0.28 -1.51  0.15
26 C 2.19 2.90 3.84  -0.23
27 Pb -0.21 -0.32 1.65  1.68
28 H 1.59 -0.86 4.48  0.09
29 C -2.22 0.49 -6.16  -0.31
30 C 0.57 0.61 -6.16  -0.60
31 H 1.48 -2.47 5.22  0.13
32 H 3.51 0.25 -5.68  0.03
33 C -0.93 2.63 -4.98  -0.32
34 H -3.18 0.86 1.16  0.11
35 H -1.46 2.54 0.90  0.12
36 H 0.35 -4.86 2.48  0.13
37 C -2.81 -0.22 -0.71  -0.16
38 P -0.84 0.79 -4.96  0.77
39 H 1.59 -1.24 -0.30  0.13
40 H 0.21 0.62 -7.20  0.06
41 H -3.20 -4.27 1.84  0.13
42 C -0.07 -2.03 3.77  -0.23
43 H -1.05 -0.33 6.11  0.13
44 H -2.21 -3.51 0.56  0.09
45 C 0.81 0.70 -1.03  -0.18
46 P 1.43 -0.99 -5.73  0.75
47 H 1.11 0.82 -2.09  0.14
48 C -0.54 -2.91 2.73  -0.21
49 H 0.11 2.65 -0.69  0.12
50 C -1.41 1.64 0.27  -0.15
51 H -0.13 -2.22 -7.13  0.02
52 H 3.07 -0.13 -7.38  0.05
53 H 5.52 2.44 5.70  0.12
54 C 2.40 3.70 4.95  -0.02
55 C 0.31 -3.87 1.97  0.02
56 C 0.93 -1.96 -7.22  -0.33
57 H -0.52 -2.54 -0.60  0.10
58 C -0.48 -1.48 -0.86  -0.12
59 C 4.55 2.51 5.20  -0.02
60 H 4.86 0.77 3.80  0.14
61 H -3.48 -0.96 -0.26  0.10
62 C -2.46 0.77 0.34  -0.13
63 H 2.03 -2.30 3.54  0.10
64 H -1.84 2.94 -4.46  0.03
65 H -1.43 -0.26 -2.35  0.05
66 H -1.92 0.67 4.91  0.10
67 H -4.15 -0.96 2.38  0.09
68 C 4.23 1.59 4.16  0.03
69 H -0.07 -4.03 0.96  0.08
70 C -1.92 -2.62 2.48  -0.19
71 H 3.74 -1.41 -6.31  0.04
72 C -1.07 -0.01 5.05  0.02
73 C 0.66 -0.76 -0.65  -0.21
74 H -0.06 3.02 -4.43  0.03
75 C -1.70 -0.93 -1.51  -0.17
76 C 3.11 -0.52 -6.35  -0.33
77 C 2.39 1.00 2.47  -0.53
78 O 2.84 -0.02 1.89  0.01
79 H 1.53 -2.88 -7.23  0.04
80 C -1.17 -1.16 4.13  -0.21
81 C 1.32 -1.91 4.28  0.01
82 H -3.64 -2.66 1.20  0.08
83 H 1.29 1.42 -5.98  0.05

Max |F|, record by record: 0.1195; 0.0171; 0.0116; 0.0752; 0.0428 hartree/bohr
Energy, record by record: -4073.09195; -2702.19613; -7546.53853; -3939.39463; -2723.64439 Ha